1.
Below is a cluster of 3 separate species, C3H12O4 in total at a distorted geometry, with properties calculated with ωB97M-V/def2-TZVPD.

The HOMO-LUMO gap comes out at 10.53 eV. Its energy above the lowest of the compared OMol25 structures with the same formula, charge and spin is 189.98 kJ/mol. The calculation puts the molecular weight at 112.12 g mol⁻¹. As for the SMILES: OCCCO.O.O. The value obtained for the total energy is -11493.793 eV.

Atoms and positions in Å:
O1 -1.805 -0.328 2.609
C1 -1.679 0.002 1.244
C2 -0.392 -0.785 0.831
C3 -0.263 -0.757 -0.679
O2 0.711 -1.102 -1.679
H1 -1.730 0.384 3.248
H2 -1.622 1.060 1.022
H3 -2.556 -0.501 0.785
H4 -0.540 -1.857 0.976
H5 0.524 -0.476 1.390
H6 -0.545 0.267 -0.963
H7 -1.138 -1.372 -0.985
H8 0.681 -2.068 -1.655
O3 -1.310 4.754 -1.487
H9 -0.943 3.956 -1.893
H10 -1.361 4.505 -0.556
O4 4.197 -2.203 -0.442
H11 4.042 -1.583 -1.167
H12 5.155 -2.329 -0.515

Atomic forces in eV per Å
-0.55 0.00 1.13
0.91 -2.24 0.22
1.66 -0.67 -0.44
-2.88 1.59 -2.36
0.63 -0.74 1.85
0.07 0.31 -0.44
-0.04 0.23 -0.04
0.48 0.77 -0.28
-0.14 0.15 1.16
-0.84 0.05 -0.30
0.16 -0.03 -0.20
0.04 0.47 0.08
0.55 0.11 -0.37
0.14 -0.46 0.16
-0.07 0.25 -0.11
-0.06 0.21 -0.05
0.58 0.24 -0.45
-0.37 -0.06 0.19
-0.27 -0.17 0.27

=====

2.
Below is an isolated molecule of C11H15F2N4O3P at a distorted geometry, with properties calculated with ωB97M-V/def2-TZVPD.

The HOMO-LUMO gap comes out at 10.54 eV. The calculation puts the molecular weight at 320.24 g mol⁻¹. As for the SMILES: CCC[C@@H](C)[C@@](C#N)([PH2]=O)[C@@](N)(C#N)N(C(=O)F)C(=O)F. The value obtained for the total energy is -38475.328 eV.

Atoms and positions in Å:
C1 3.855 -0.238 -0.017
C2 2.623 -1.076 0.373
C3 1.500 -0.209 0.932
C4 0.788 0.693 -0.111
C5 0.877 0.172 -1.548
C6 -0.631 1.092 0.361
C7 -0.577 1.426 1.767
N1 -0.610 1.571 2.907
P1 -0.962 2.753 -0.485
O1 -0.164 3.817 0.150
C8 -1.788 0.099 0.054
N2 -2.910 0.368 0.898
C9 -2.304 0.422 -1.305
N3 -2.705 0.645 -2.365
N4 -1.366 -1.353 -0.024
C10 -1.585 -2.089 1.179
O2 -0.708 -2.482 1.880
F1 -2.836 -2.347 1.502
C11 -1.911 -2.074 -1.121
O3 -2.973 -2.610 -1.160
F2 -1.094 -2.160 -2.132
H1 4.741 -0.745 0.329
H2 3.833 0.695 0.527
H3 3.931 -0.040 -1.075
H4 2.299 -1.745 -0.411
H5 2.935 -1.707 1.194
H6 1.979 0.467 1.627
H7 0.794 -0.782 1.516
H8 1.355 1.617 -0.094
H9 0.722 -0.892 -1.555
H10 1.892 0.321 -1.876
H11 0.237 0.690 -2.245
H12 -2.337 3.041 -0.383
H13 -0.580 2.634 -1.834
H14 -2.662 0.297 1.879
H15 -3.656 -0.273 0.668

Atomic forces in eV per Å
-0.43 -0.45 0.28
0.27 0.43 0.54
-0.02 0.16 -0.54
0.43 -0.21 -0.05
0.17 -0.09 0.71
0.06 0.27 -1.09
-0.38 -0.26 0.92
0.05 0.08 -0.28
0.49 1.28 0.57
0.28 0.06 0.27
-0.52 0.42 -0.57
0.26 -0.16 0.17
-0.04 0.01 -1.11
0.29 -0.09 0.86
-0.20 -0.18 0.15
1.70 -0.63 1.24
-0.57 0.38 -0.56
-0.65 0.14 -0.24
-1.61 -0.83 0.09
0.54 0.28 0.21
0.79 0.26 -0.54
0.47 -0.20 -0.22
0.00 0.46 0.02
0.09 0.10 -0.31
-0.09 -0.13 -0.30
-0.01 -0.35 0.23
0.01 0.18 0.45
-0.10 -0.30 -0.11
-0.02 0.45 -0.01
-0.35 -0.24 -0.33
0.37 0.12 -0.22
-0.30 -0.03 -0.22
-0.05 -0.59 -0.32
-0.51 -0.53 0.01
-0.11 0.09 0.14
-0.30 0.09 0.16

=====

3.
Below is a structure of composition C11H13BF4GeNO4Pd, with properties calculated with ωB97M-V/def2-TZVPD.

The HOMO-LUMO gap comes out at 7.92 eV. Its energy above the lowest of the compared OMol25 structures with the same formula, charge and spin is 0.00 kJ/mol. The calculation puts the molecular weight at 489.06 g mol⁻¹. As for the total charge: -1. The value obtained for the total energy is -92847.604 eV.

Atoms and positions in Å:
Pd1 -0.217 1.378 -1.087
O1 -0.324 -5.056 -3.525
C1 -0.924 -4.722 -2.493
O2 -1.598 -5.378 -1.678
C2 -0.793 -3.214 -2.132
C3 -1.412 -2.720 -0.988
C4 -1.273 -1.391 -0.662
N1 -0.558 -0.551 -1.420
C5 0.024 -1.000 -2.550
C6 -0.072 -2.326 -2.921
C7 0.751 0.049 -3.386
O3 1.337 -0.292 -4.392
O4 0.663 1.254 -2.919
H1 -1.986 -3.404 -0.379
H2 -1.731 -0.972 0.225
H3 0.410 -2.669 -3.825
C8 -0.044 1.149 3.826
Ge1 0.562 0.802 2.001
C9 2.104 1.905 1.551
C10 0.976 -1.089 1.754
C11 -0.870 1.347 0.729
H4 0.743 0.901 4.539
H5 -0.922 0.547 4.062
H6 -0.300 2.202 3.944
H7 2.941 1.643 2.199
H8 1.878 2.963 1.680
H9 2.404 1.739 0.516
H10 1.759 -1.359 2.464
H11 1.343 -1.280 0.746
H12 0.116 -1.731 1.937
H13 -1.907 1.103 0.954
F1 0.115 3.452 -0.821
B1 -0.616 4.114 0.221
F2 0.202 4.928 0.937
F3 -1.031 2.997 1.154
F4 -1.750 4.677 -0.261

Atomic forces in eV per Å
0.09 -0.25 -0.49
-0.04 0.02 -0.02
0.10 -0.04 0.06
-0.04 0.02 -0.02
-0.03 0.00 -0.02
0.01 0.00 -0.01
0.02 0.00 0.01
-0.02 0.05 -0.03
-0.02 0.01 -0.02
0.00 0.00 0.00
0.05 -0.03 0.05
-0.03 0.01 -0.02
-0.04 0.02 -0.03
0.00 0.00 0.00
0.00 -0.01 -0.01
0.00 0.00 0.00
0.00 -0.01 0.00
-0.07 0.13 0.05
0.02 -0.02 0.04
-0.01 0.01 -0.01
-0.04 0.11 0.35
0.00 0.00 0.00
0.00 0.00 0.00
0.00 0.00 0.00
0.01 0.02 0.00
-0.01 0.01 -0.01
0.00 -0.01 0.00
0.00 0.00 -0.01
-0.01 0.00 0.00
0.00 0.01 0.00
0.00 -0.01 -0.03
-0.01 0.07 0.14
0.14 0.20 -0.27
-0.04 -0.03 0.01
-0.04 -0.24 0.21
0.01 -0.03 0.06

=====

4.
Below is a cluster of 2 separate species, CH5NOS2 in total at a distorted geometry, with properties calculated with ωB97M-V/def2-TZVPD.

The HOMO-LUMO gap comes out at 9.92 eV. Its energy above the lowest of the compared OMol25 structures with the same formula, charge and spin is 19.29 kJ/mol. The calculation puts the molecular weight at 111.19 g mol⁻¹. As for the SMILES: NC=O.SS. The value obtained for the total energy is -26326.201 eV.

Atoms and positions in Å:
N1 0.334 1.117 -1.538
C1 0.921 -0.123 -1.439
O1 0.747 -1.050 -2.229
H1 0.406 1.725 -0.734
H2 -0.375 1.277 -2.224
H3 1.712 -0.152 -0.652
S1 -1.494 0.178 1.739
S2 -0.054 -0.790 2.891
H4 -1.268 -0.552 0.631
H5 -0.930 -1.632 3.555

Atomic forces in eV per Å
0.65 -0.84 0.78
0.31 -0.31 -1.48
0.01 1.29 1.29
-0.12 0.00 -0.30
-0.30 0.00 -0.18
-0.57 -0.13 -0.08
0.49 -0.28 0.01
-0.99 -0.35 0.42
-0.20 0.09 0.02
0.72 0.54 -0.48